(1)
C5H9N2OS | ωB97M-V with the def2-TZVPD basis set

XYZ file:
```
18
Properties=species:S:1:pos:R:3:forces:R:3:lowdin_charge:R:1
C 0.361 -1.477 0.292 0.845 -2.084 1.064 -0.022
C 0.682 -1.483 -1.094 0.319 1.539 -0.634 -0.017
C -0.055 -0.452 1.002 0.449 1.429 -0.128 -0.308
C 0.155 0.785 -1.653 -3.685 0.462 0.196 -0.793
C -0.419 -0.586 2.437 -2.424 0.424 -2.508 0.009
N 0.576 -0.430 -1.837 1.408 -2.632 -0.645 0.099
N -0.170 0.818 0.319 -1.845 2.292 2.121 0.064
O 0.945 1.810 -1.790 -1.596 1.033 -0.070 0.109
S -1.570 1.092 -2.215 1.347 1.208 0.121 0.888
H 0.657 -2.349 0.912 -0.628 0.239 -0.871 0.149
H 1.144 -2.386 -1.497 -0.263 0.270 -0.306 0.144
H -0.977 -1.498 2.399 0.272 -1.113 1.002 0.097
H -1.235 0.104 2.576 -0.071 0.769 0.602 0.092
H 0.332 -0.463 3.130 1.577 -0.020 1.538 0.079
H -1.245 1.082 0.282 2.732 -0.302 0.236 0.144
H 0.347 1.595 0.924 -1.500 -1.869 -1.570 0.206
H 1.760 1.387 -1.823 3.511 -0.451 -0.252 0.107
H -1.287 2.453 -2.366 -0.449 -1.196 0.103 -0.048
```
Forces are in eV/Å.

Output
Total charge ... +1
E_tot ... -21184.804 eV
Orbital gap ... 9.4251 eV

(2)
C5H9N2S | ωB97M-V with the def2-TZVPD basis set

XYZ file:
```
17
Properties=species:S:1:pos:R:3:forces:R:3:lowdin_charge:R:1
C 1.809 -0.541 2.146 -0.451 1.854 -3.602 0.220
C 1.643 0.074 1.114 0.196 -1.248 0.800 -0.292
C -0.716 -0.203 -0.496 4.129 -1.134 -1.622 -0.398
C -1.242 1.847 0.661 -1.202 -1.062 2.123 -0.009
C 0.565 -2.362 -1.708 -0.922 -1.645 -1.097 -0.316
N -1.575 0.594 -0.069 -2.705 0.920 0.382 -0.064
N 1.456 0.260 -0.149 -2.202 -0.910 -1.453 0.141
S -1.035 -1.580 -1.430 -1.027 0.184 -0.362 0.993
H 1.850 -0.852 3.070 0.414 -1.456 4.371 -0.005
H -1.086 1.506 1.729 -0.402 0.720 -0.984 0.118
H -0.309 2.293 0.372 0.072 0.089 -0.750 0.076
H -2.122 2.504 0.593 0.650 -0.087 0.026 0.106
H 1.147 -1.498 -1.623 1.918 0.468 0.600 -0.014
H 0.750 -2.891 -2.696 -0.954 1.165 0.855 0.096
H 0.534 -3.158 -0.979 1.041 0.174 0.528 0.041
H -2.607 0.275 -0.211 2.002 1.142 0.548 0.213
H 1.701 1.167 -0.500 -0.560 0.826 -0.363 0.093
```
Forces are in eV/Å.

Output
Total charge ... +1
E_tot ... -19133.202 eV
Orbital gap ... 6.8339 eV

(3)
C5H9N3 | ωB97M-V with the def2-TZVPD basis set

XYZ file:
```
17
Properties=species:S:1:pos:R:3:forces:R:3:lowdin_charge:R:1
C 0.049 -1.400 -1.738 1.963 -3.486 1.950 -0.223
C 0.258 -0.340 -0.942 -0.706 -0.449 -0.570 -0.093
C 0.765 -0.296 0.406 1.356 -0.782 3.047 -0.390
C -0.781 1.646 1.066 -0.071 1.917 0.319 -0.154
C -0.215 1.117 2.379 -1.064 -2.883 -0.510 -0.093
H -0.375 -1.992 -3.672 0.228 -0.213 -0.063 0.086
H -0.398 -0.298 -3.232 -0.640 -1.767 -0.513 0.123
H 0.390 -2.487 -1.421 -0.785 2.378 -0.473 0.165
H -0.195 0.550 -1.351 0.176 0.596 0.261 0.097
H 1.756 -0.717 1.946 -0.190 -0.811 -0.674 0.040
H -1.680 1.318 0.577 -0.390 -0.907 0.317 0.099
H -0.641 2.709 0.812 -0.016 -0.282 0.415 0.105
H 0.271 1.598 3.202 0.424 1.108 -0.202 0.083
H -0.651 0.159 2.806 0.017 1.146 -0.807 0.122
N -0.512 -1.309 -2.958 -0.247 2.834 -0.656 0.046
N 1.546 -1.182 1.032 -1.776 2.615 -1.169 0.093
N 0.413 0.925 1.089 1.721 -1.013 -0.671 -0.106
```
Forces are in eV/Å.

Output
E_tot ... -9798.491 eV
SMILES string ... [H]/N=C(/C=C/N)N1CC1
Orbital gap ... 9.1411 eV

(4)
C5H9N3 | ωB97M-V with the def2-TZVPD basis set

XYZ file:
```
17
Properties=species:S:1:pos:R:3:forces:R:3:lowdin_charge:R:1
C -0.204 0.391 -1.753 1.611 -1.660 2.741 0.002
C 0.083 -0.350 0.547 -2.154 3.400 1.745 -0.493
C -0.732 0.905 -2.791 -1.276 0.663 -1.224 0.094
C 0.180 -1.566 1.141 -0.126 1.035 0.570 -0.007
C -0.671 1.111 2.248 -0.521 -1.407 0.697 -0.227
N -0.321 0.894 0.899 0.949 -1.018 -1.749 -0.074
N 0.423 -0.262 -0.846 0.037 -0.016 -2.621 -0.070
N 1.533 -1.055 -1.195 0.167 1.460 -3.040 0.115
H -1.406 0.369 -3.463 0.165 -0.415 0.464 0.090
H -0.735 1.954 -3.048 0.656 0.229 0.272 0.082
H 0.527 -2.316 0.456 -0.342 -1.091 0.826 0.018
H -0.167 -1.550 2.200 0.625 -0.854 -1.091 0.052
H 0.244 0.978 2.918 -1.487 0.264 -0.234 0.101
H -1.292 1.977 2.421 1.050 1.495 -0.206 0.049
H -1.544 0.477 2.488 0.651 -1.256 0.713 0.065
H 1.935 -1.466 -0.388 0.577 0.241 0.929 0.065
H 2.147 -0.491 -1.835 -0.582 -1.071 1.210 0.137
```
Forces are in eV/Å.

Output
E_tot ... -9794.844 eV
Orbital gap ... 6.2555 eV

(5)
C5H9N3 | ωB97M-V with the def2-TZVPD basis set

XYZ file:
```
17
Properties=species:S:1:pos:R:3:forces:R:3:lowdin_charge:R:1
C 0.423 -2.630 0.213 2.608 0.685 -1.809 -0.074
C -0.007 -1.189 0.066 -0.672 0.092 -1.364 -0.291
C 0.432 -0.250 -0.822 1.752 -3.341 -0.448 -0.063
C -1.017 -0.542 0.971 0.070 2.594 1.538 -0.128
C 0.348 2.251 -0.917 0.057 -1.302 -0.242 -0.244
H -0.129 -3.510 -0.181 -0.487 0.863 1.000 0.082
H 1.394 -2.755 -0.381 -1.066 0.357 0.505 0.087
H 0.828 -2.613 1.214 -0.453 -1.181 0.668 0.067
H 1.178 -0.522 -1.637 -1.128 0.915 1.127 0.152
H -0.740 1.630 1.119 -0.342 -0.744 -0.266 0.097
H -2.114 -0.866 0.920 1.699 -0.061 0.222 0.124
H -0.645 -0.377 2.083 -0.937 -1.259 -1.798 0.141
H 0.968 2.358 -1.868 -0.746 -0.211 1.356 0.149
H 0.206 3.982 -0.524 0.765 3.132 -0.761 -0.005
N -0.048 0.984 -0.577 -0.124 0.847 -0.875 -0.167
N -0.997 0.888 0.446 -0.754 0.186 1.075 -0.007
N -0.078 3.160 -0.126 -0.240 -1.572 0.071 0.080
```
Forces are in eV/Å.

Output
E_tot ... -9798.263 eV
SMILES string ... [H]/N=C/N1C=C(C)CN1
Orbital gap ... 8.0704 eV

(6)
C5H9N3 | ωB97M-V with the def2-TZVPD basis set

XYZ file:
```
17
Properties=species:S:1:pos:R:3:forces:R:3:lowdin_charge:R:1
C 2.271 -0.860 1.406 0.847 -1.702 2.526 -0.173
C 0.453 0.520 1.785 -0.593 2.352 1.691 -0.299
C -2.061 0.680 -0.571 -6.284 -0.848 -7.417 -0.218
C -1.900 0.036 -1.966 -0.157 1.013 2.323 -0.126
C -0.640 0.007 -2.282 4.176 -0.630 -0.104 -0.041
H 3.028 -1.557 2.084 -2.206 1.763 -1.186 0.111
H 3.051 -0.367 0.788 -1.127 -0.611 -0.732 0.070
H 1.418 -1.569 1.095 1.981 0.673 -0.726 0.083
H -0.025 1.298 2.336 -0.519 0.560 0.762 0.108
H 0.332 -0.349 -0.056 -2.810 1.600 2.623 0.151
H -2.967 1.221 -0.452 -1.201 0.525 -0.541 0.092
H -2.652 -0.195 -2.771 0.350 0.379 1.605 0.116
H 0.322 0.276 -1.433 -3.141 -0.598 -3.691 0.144
H -0.474 -0.364 -3.311 1.024 0.435 0.710 0.060
N 1.595 0.186 2.198 1.098 -1.348 -0.458 -0.037
N -0.311 0.223 0.721 4.854 -4.516 -3.929 -0.051
N -1.442 0.816 0.428 3.705 0.952 6.542 0.011
```
Forces are in eV/Å.

Output
E_tot ... -9795.616 eV
SMILES string ... C=C/C=N\N/C=N\C
Orbital gap ... 9.4416 eV

E_HOMO values (in eV) by entry order: -14.1969; -12.9610; -8.1803; -6.4226; -7.1429; -8.7037.